A molecular structure, AgB2H16O4 at a distorted geometry. Source: the Open Molecules 2025 dataset; level of theory: ωB97M-V/def2-TZVPD.

CARTESIAN COORDINATES (ANGSTROEM)
Ag -0.10833 0.00347 -0.04574
B -1.13513 1.51643 -1.46153
H -0.24111 2.08224 -1.24982
H -1.55675 1.29429 -0.49347
H -1.83077 2.03168 -2.10561
H -0.85710 0.60477 -1.96731
B 1.67124 1.19234 0.99484
H 0.69702 1.32884 1.43812
H 1.49858 1.43199 -0.04295
H 2.51238 1.75839 1.36404
H 1.98839 0.16270 0.93581
O 0.68074 -1.84909 1.04816
H 0.17899 -2.34486 1.69522
H 1.59558 -2.03085 1.26326
O 1.43518 -0.79482 -1.50906
H 2.13465 -1.44700 -1.54938
H 1.46996 -0.35284 -2.35739
O -1.30702 0.09998 1.93263
H -2.12310 0.34711 2.36757
H -0.74876 -0.22737 2.63792
O -1.62226 -1.46373 -0.92237
H -1.91707 -2.37006 -0.83361
H -2.41531 -0.97355 -1.13926

Atoms 1-6, force components in eV/Å:
0.04 0.36 0.19
1.03 0.13 -0.26
3.16 2.61 0.19
-2.59 -0.59 3.93
-2.82 1.93 -2.00
1.00 -3.35 -2.53

Values from the calculation:
* charge: -1
* multiplicity: 3
* HOMO energy (alpha / beta): -0.035 / -6.018 eV
* LUMO (alpha / beta): 3.17 / 0.53 eV


A molecular structure, AgH14O7 at a distorted geometry. Source: the Open Molecules 2025 dataset; level of theory: ωB97M-V/def2-TZVPD.

CARTESIAN COORDINATES (ANGSTROEM)
Ag -0.11445 0.02235 -0.02562
O -0.72886 1.56938 1.67705
H -1.52888 1.96237 2.02598
H -0.01975 2.03127 2.12433
O 1.57870 -1.25342 -1.00074
H 1.43025 -2.00136 -1.57934
H 2.52992 -1.14790 -0.98416
O -2.42728 0.09753 -0.29736
H -3.09684 0.38320 -0.91890
H -2.91881 -0.16647 0.48041
O -0.72498 -2.06029 0.48470
H -0.81394 -2.36389 1.38810
H -0.92324 -2.83048 -0.04796
O 1.27115 1.86707 -0.38795
H 1.26746 2.78362 -0.11200
H 1.89664 1.83691 -1.11188
O -0.29638 0.24273 -2.36603
H 0.29015 0.40606 -3.10465
H -1.07202 -0.15713 -2.75937
O 1.21665 -0.35662 1.87634
H 2.12677 -0.06490 1.92943
H 1.05775 -0.80001 2.70964

Atoms 1-6, force components in eV/Å:
0.35 0.06 -0.17
0.18 -0.36 -0.33
-0.78 0.24 0.16
0.47 0.26 0.42
-0.35 0.19 0.60
-0.28 -0.64 -0.65

Values from the calculation:
* charge: +3
* multiplicity: 3
* HOMO energy (alpha / beta): -24.391 / -23.349 eV
* LUMO (alpha / beta): -11.05 / -19.20 eV


A molecular structure, AgH16O8 at a distorted geometry. Source: the Open Molecules 2025 dataset; level of theory: ωB97M-V/def2-TZVPD.

CARTESIAN COORDINATES (ANGSTROEM)
Ag -0.35164 0.19816 0.01804
O 2.84436 1.72516 -0.02296
H 3.02736 0.78416 0.07604
H 2.11736 1.61016 -0.62996
O -1.28164 -1.07584 -2.02196
H -1.89164 -1.73484 -1.67996
H -0.78464 -1.51584 -2.67396
O -1.50664 -2.31484 1.06904
H -0.97264 -3.08184 0.87804
H -2.18464 -2.24384 0.42104
O 1.15836 0.96416 -2.04196
H 0.68036 0.32116 -2.51896
H 1.84636 1.22616 -2.61196
O -2.41164 0.63716 1.22104
H -2.27364 0.97416 2.12604
H -3.22464 0.10416 1.32704
O 1.19036 -1.45984 -0.67496
H 2.13236 -1.38884 -0.55696
H 0.85036 -2.30684 -0.45196
O -0.43164 2.66916 0.35504
H -0.11664 3.06516 1.17504
H -1.37664 2.55216 0.50004
O 0.80236 -0.20784 2.07704
H 0.43136 0.38916 2.70804
H 1.72736 0.11016 1.93404

Atoms 1-6, force components in eV/Å:
-0.05 0.13 -0.12
0.15 -0.71 0.50
0.77 0.08 0.34
-0.80 0.69 -0.45
-1.11 0.90 1.32
-0.11 0.01 -0.22

Values from the calculation:
* charge: +1
* HOMO energy: -13.399 eV
* LUMO: -3.52 eV